[1]
Computed, not measured: 2 unconnected molecules or ions with the total composition C29H28N2O, with ωB97M-V with the def2-TZVPD basis set.

Structure (XYZ):
```
60
Properties=species:S:1:pos:R:3:forces:R:3
C 3.8340 4.3464 2.6536 0.134 -0.070 0.250
C 4.4981 3.6508 1.4614 -0.095 0.161 -0.209
C 3.8563 2.2989 1.1559 0.025 -0.084 0.050
N 2.3945 2.4139 1.0487 -0.238 -0.123 -0.859
C 1.7313 2.1171 -0.0560 0.274 0.414 0.342
C 0.3241 2.1479 -0.1522 -0.661 -0.039 -0.282
C -0.3144 2.3188 -1.3620 0.836 -0.346 0.474
C -1.7269 2.5101 -1.5284 -1.582 0.149 0.013
C -2.2903 2.9311 -2.7655 0.447 -0.126 0.467
C -3.6515 3.1968 -2.8820 -0.129 -0.040 0.285
C -4.5081 3.0212 -1.7828 0.605 -0.047 -0.074
C -3.9802 2.5779 -0.5632 0.194 -0.081 -0.082
C -2.6172 2.3174 -0.4377 0.061 0.229 -0.401
C 1.7865 2.9538 2.2702 -0.048 -0.231 0.512
C 2.3065 4.3584 2.5762 0.089 0.140 -0.318
H 4.1178 3.8103 3.5668 0.040 0.071 -0.011
H 4.2186 5.3668 2.7458 -0.040 -0.156 0.032
H 4.4454 4.2938 0.5750 -0.053 -0.101 0.046
H 5.5605 3.4784 1.6649 -0.149 0.067 -0.027
H 4.2375 1.8556 0.2304 -0.036 0.056 0.245
H 4.0502 1.6178 1.9994 0.000 0.009 -0.332
H 2.3188 1.8790 -0.9559 -0.106 0.063 0.511
H -0.2467 2.0635 0.7763 0.174 0.209 -0.485
H 0.3156 2.3626 -2.2530 -0.231 -0.027 0.068
H -1.6288 3.0521 -3.6253 -0.229 -0.071 0.216
H -4.0617 3.5496 -3.8295 0.184 -0.182 0.250
H -5.5768 3.2241 -1.8762 0.354 -0.058 0.012
H -4.6354 2.4319 0.2966 0.183 -0.006 -0.271
H -2.2264 1.9546 0.5123 -0.233 0.073 -0.225
H 0.6971 2.9316 2.2247 0.290 -0.043 -0.071
H 2.1241 2.2898 3.0810 -0.300 0.077 -0.112
H 1.8733 4.6891 3.5292 0.111 -0.115 -0.201
H 1.9691 5.0737 1.8149 -0.012 -0.205 0.014
C -3.4475 -3.1300 1.4282 -0.012 -0.050 0.029
C -2.0678 -3.0777 1.6709 -0.344 0.050 -0.187
C -1.1958 -2.6958 0.6608 -0.389 0.201 -0.438
C -1.6945 -2.3747 -0.6320 -1.036 -0.066 0.623
C -0.8211 -2.1345 -1.7406 1.646 -0.439 -0.255
C 0.4995 -2.7476 -1.8834 -1.215 0.801 -0.054
O 1.3551 -2.2139 -2.5911 0.712 -0.436 -0.029
C 0.7801 -4.0700 -1.1792 0.349 -0.213 -0.347
C -0.1847 -5.0799 -1.0741 0.020 -0.054 0.290
C 0.0719 -6.2316 -0.3244 0.265 0.105 -0.076
C 1.3215 -6.4125 0.2783 0.015 0.269 -0.127
C 2.3246 -5.4556 0.0834 -0.179 0.005 -0.156
C 2.0673 -4.3128 -0.6782 -0.316 -0.013 0.271
C -1.1387 -1.1423 -2.6838 -0.259 1.170 -1.057
N -1.3991 -0.3050 -3.4671 0.314 -0.960 1.147
C -3.1024 -2.3090 -0.8254 0.358 -0.453 0.417
C -3.9607 -2.7514 0.1793 0.275 0.324 0.008
H -4.1268 -3.4489 2.2176 0.146 0.015 -0.165
H -1.6710 -3.3442 2.6509 -0.141 0.062 -0.183
H -0.1204 -2.6315 0.8463 -0.368 -0.135 -0.079
H -1.1532 -4.9621 -1.5633 0.233 0.120 0.245
H -0.7068 -6.9853 -0.1954 0.219 0.196 -0.119
H 1.5260 -7.3010 0.8780 -0.095 0.242 -0.150
H 3.3098 -5.5902 0.5319 -0.225 -0.053 -0.160
H 2.8547 -3.5827 -0.8704 -0.267 -0.097 0.107
H -3.4816 -1.9909 -1.8045 0.131 -0.233 0.411
H -5.0334 -2.8039 -0.0269 0.304 0.076 0.210
```
Forces are in eV/Å.

Computed properties:
Multiplicity = 1
HOMO energy = -5.50 eV



[2]
Computed, not measured: a molecular structure, C35H36N6OPSV, with ωB97M-V with the def2-TZVPD basis set.

Structure (XYZ):
```
81
Properties=species:S:1:pos:R:3:forces:R:3
V 0.7945 0.2702 -0.2582 0.075 0.287 -0.454
C 1.5343 1.2282 -3.5353 0.057 0.016 -0.110
C 0.1674 0.5659 -3.2781 -0.091 -0.081 0.071
N -0.4268 0.9786 -2.0014 -0.136 0.098 0.144
C -0.7296 2.4223 -1.9251 -0.054 -0.050 -0.064
C -0.4411 2.9643 -0.5336 -0.029 0.043 0.128
N 0.8455 2.4756 0.0110 -0.046 0.000 0.000
C 2.0495 3.1860 -0.4606 -0.064 -0.034 0.104
C 2.4114 2.9099 -1.9183 0.099 0.061 -0.137
N 2.2981 1.5099 -2.3225 -0.189 -0.080 0.207
H 2.1081 0.5599 -4.1803 -0.013 0.007 -0.005
H 1.3969 2.1469 -4.1135 -0.003 0.008 0.027
H -0.4948 0.7966 -4.1222 0.023 -0.032 0.003
H 0.2699 -0.5207 -3.2369 0.032 0.007 -0.001
H -1.3069 0.4834 -1.8306 0.071 0.032 -0.007
H -0.1503 2.9449 -2.6809 0.024 0.032 -0.016
H -1.7826 2.6068 -2.1560 0.044 0.010 0.021
H -0.4797 4.0598 -0.5300 0.008 -0.009 -0.061
H -1.2124 2.5974 0.1436 -0.019 0.004 -0.028
H 0.8022 2.6110 1.0160 0.015 0.001 0.019
H 1.9284 4.2694 -0.3375 0.011 -0.008 -0.007
H 2.8660 2.8740 0.1904 0.017 -0.005 -0.028
H 1.7857 3.5160 -2.5729 -0.018 0.013 -0.005
H 3.4296 3.2843 -2.0686 -0.008 -0.022 0.016
H 3.1979 1.0565 -2.3491 0.033 0.012 -0.006
N -4.8799 0.3631 0.5093 0.034 -0.078 -0.091
C -5.3821 0.6963 -0.7353 -0.049 0.029 0.123
C -6.6778 0.8640 -1.2122 0.006 0.012 -0.016
C -6.8029 1.2092 -2.5425 -0.011 0.006 -0.003
C -5.6796 1.3801 -3.3686 -0.023 0.002 -0.007
C -4.3997 1.2141 -2.8840 0.021 -0.009 0.006
C -4.2540 0.8701 -1.5396 0.049 -0.011 -0.025
N -3.1014 0.6456 -0.7975 0.052 -0.076 -0.032
C -3.5173 0.3424 0.4015 -0.043 0.055 0.090
C -2.6740 0.0101 1.5553 0.044 0.036 0.003
C -3.0716 -0.7474 2.6191 0.013 0.051 -0.099
S -1.8155 -0.8443 3.7662 -0.065 -0.042 0.053
C -0.8429 0.1256 2.7590 0.037 0.015 -0.160
N -1.3884 0.4942 1.6361 -0.077 0.068 0.077
H -5.4025 0.2500 1.3591 -0.037 -0.005 0.014
H -7.5454 0.7313 -0.5800 0.004 -0.003 -0.001
H -7.7900 1.3504 -2.9618 0.004 -0.004 0.001
H -5.8286 1.6443 -4.4068 0.002 0.000 0.004
H -3.5360 1.3375 -3.5258 -0.002 -0.002 0.008
H -4.0083 -1.2617 2.7585 0.012 -0.008 0.019
H 0.1714 0.3754 3.0370 -0.010 0.002 0.001
O -0.0373 -1.7700 -0.2158 -0.067 -0.244 -0.204
C 0.7820 -1.4365 0.6511 -0.225 0.047 0.313
C 1.5558 -2.1938 1.6384 0.091 0.043 -0.059
C 1.1980 -3.3180 2.3713 0.060 -0.001 0.008
C 2.0828 -3.7858 3.3323 -0.032 -0.011 -0.013
C 3.3100 -3.1589 3.5296 0.025 -0.025 0.046
C 3.6821 -2.0562 2.7708 0.001 0.044 -0.052
C 2.7903 -1.5575 1.8332 -0.065 -0.073 0.014
P 3.0270 -0.2376 0.5705 0.326 -0.163 0.200
C 4.0314 -1.1508 -0.6520 0.112 0.036 0.038
C 3.4387 -1.5554 -1.8433 -0.029 -0.057 -0.060
C 4.1503 -2.3140 -2.7647 0.006 0.011 0.005
C 5.4635 -2.6673 -2.4997 0.025 0.001 0.010
C 6.0634 -2.2719 -1.3088 -0.015 -0.016 -0.046
C 5.3508 -1.5220 -0.3893 0.003 -0.041 -0.002
C 4.2029 0.9331 1.3182 -0.010 0.048 -0.014
C 3.9685 1.3892 2.6147 -0.010 0.021 0.057
C 4.7261 2.4208 3.1490 0.031 0.008 -0.008
C 5.7241 3.0166 2.3892 -0.010 -0.003 0.014
C 5.9651 2.5700 1.0978 0.003 -0.004 -0.002
C 5.2083 1.5363 0.5646 0.047 0.012 -0.037
H 0.2468 -3.8045 2.1975 -0.006 0.007 0.005
H 1.8221 -4.6480 3.9320 0.004 0.001 -0.003
H 3.9867 -3.5413 4.2830 -0.002 0.003 -0.006
H 4.6484 -1.5909 2.9237 0.003 0.005 0.000
H 2.4047 -1.2947 -2.0473 0.008 0.010 0.028
H 3.6762 -2.6310 -3.6846 0.000 -0.002 0.003
H 6.0216 -3.2551 -3.2166 -0.002 -0.001 0.004
H 7.0861 -2.5548 -1.0968 -0.002 0.002 -0.004
H 5.8258 -1.2245 0.5380 -0.015 -0.001 -0.003
H 3.1942 0.9329 3.2221 -0.021 -0.031 -0.029
H 4.5401 2.7569 4.1608 0.002 0.003 -0.004
H 6.3155 3.8213 2.8055 0.000 -0.004 -0.003
H 6.7482 3.0216 0.5025 -0.001 0.009 0.012
H 5.4167 1.1903 -0.4418 -0.031 0.023 0.021
```
Forces are in eV/Å.

Computed properties:
Net charge = +1
Multiplicity = 4
HOMO energy (alpha / beta) = -8.92 / -10.07 eV



[3]
Computed, not measured: C4H4N2O in the gas phase, with ωB97M-V with the def2-TZVPD basis set.

Structure (XYZ):
```
11
Properties=species:S:1:pos:R:3:forces:R:3
O -0.1693 2.0627 -1.5773 0.150 0.168 0.164
C 0.5177 1.6261 -0.6795 -0.335 0.112 -0.257
C 0.2431 0.3259 -0.0794 -0.352 -0.173 -0.885
C 1.0145 -0.3449 0.8405 -1.240 0.753 0.110
N 0.4605 -1.6103 1.0485 -0.532 0.431 0.222
C -0.6095 -1.6308 0.2974 -0.076 -0.172 -0.013
N -0.8167 -0.4603 -0.3755 0.068 -0.281 -0.609
H 1.4309 2.1457 -0.3162 -0.311 -0.119 -0.009
H 0.8519 0.4924 1.5363 2.477 -0.414 1.633
H -1.3098 -2.4503 0.2145 0.135 -0.027 -0.035
H -1.6135 -0.1562 -0.9092 0.017 -0.279 -0.321
```
Forces are in eV/Å.

Computed properties:
Multiplicity = 1
HOMO energy = -9.24 eV
SMILES = O=Cc1cnc[nH]1



Energy above the lowest of the compared OMol25 structures with the same formula, charge and spin across the listed records, respectively: 33.6; 108.3; 221.0 kJ/mol.